1.
Molecular formula: C3H4N2O
Method: DFT, wB97M-V/def2-TZVPD

Each line ends with the Mulliken charge.
Geometry (Å):
N1 -1.51336 1.07615 -0.42431  -0.18
C1 -1.02036 -0.14234 -0.43337  -0.32
O1 -0.55945 -0.41940 0.83264  -0.23
C2 0.71908 -0.98668 0.58011  -0.25
C3 1.56123 -0.14338 -0.31109  0.30
N2 2.23244 0.50243 -0.99799  -0.37
H1 -1.56253 1.66626 0.40257  0.23
H2 -1.69294 1.48496 -1.32618  0.26
H3 1.20694 -1.04455 1.54904  0.27
H4 0.61870 -1.96987 0.11051  0.28

The LUMO energy is 0.937 eV. The frontier orbital gap is 10.10 eV. The HOMO energy is -9.2 eV. The charge is 0. As for the multiplicity: 1.

=====

2.
Molecular formula: C16H17N3O4S
Method: DFT, wB97M-V/def2-TZVPD

Each line ends with the Mulliken charge.
Geometry (Å):
O1 -0.14495 0.10537 1.62221  -0.68
C1 0.85417 -0.34369 1.09880  -0.22
N1 1.72179 -1.15946 1.73957  -0.01
C2 1.43465 -1.70793 3.04476  -0.71
C3 0.59610 -2.99086 2.95413  -0.93
N2 -0.73499 -2.68821 2.46027  0.13
C4 -0.99888 -2.61469 1.12093  0.49
O2 -0.20977 -2.90978 0.25724  -0.61
C5 -2.40133 -2.12081 0.87244  -0.34
S1 -3.19503 -1.90888 2.48344  -0.18
C6 -1.72393 -2.33131 3.35997  0.58
O3 -1.60345 -2.34349 4.54889  -0.54
C7 1.27435 -0.01985 -0.32794  0.64
C8 2.58827 0.75949 -0.39634  -0.74
C9 2.41436 1.70130 -1.58383  0.37
O4 3.31163 2.31039 -2.11577  -0.66
N3 1.09120 1.73584 -1.89990  0.26
C10 0.50032 2.51869 -2.90387  0.50
C11 -0.85971 2.81839 -2.84327  -0.16
C12 -1.45161 3.57594 -3.83747  -0.74
C13 -0.70392 4.04608 -4.90237  -0.43
C14 0.64757 3.75176 -4.96403  -0.64
C15 1.24995 2.99242 -3.97900  -0.44
C16 0.27911 0.91413 -1.02256  -1.52
H1 2.43870 -1.61462 1.19715  0.28
H2 0.87471 -0.95457 3.60518  0.35
H3 2.37382 -1.91913 3.55838  0.40
H4 1.05104 -3.70012 2.25808  0.34
H5 0.49098 -3.43838 3.94411  0.49
H6 -2.96286 -2.82331 0.25730  0.44
H7 -2.35698 -1.15590 0.36476  0.18
H8 1.35625 -0.96282 -0.87694  0.53
H9 2.73665 1.37252 0.49609  0.38
H10 3.47252 0.13975 -0.53421  0.38
H11 -1.46176 2.47573 -2.01681  0.36
H12 -2.50609 3.80121 -3.77373  0.36
H13 -1.17010 4.63776 -5.67555  0.39
H14 1.24224 4.11252 -5.78994  0.37
H15 2.30252 2.77347 -4.03423  0.41
H16 -0.23374 1.52331 -0.26704  0.44
H17 -0.46659 0.36384 -1.60135  0.50

The LUMO energy is 0.440 eV. The frontier orbital gap is 8.97 eV. The HOMO energy is -8.5 eV. The SMILES is O=C(NCCN1C(=O)CSC1=O)[C@@H]1CC(=O)N(c2ccccc2)C1. The charge is 0. As for the multiplicity: 1.

=====

3.
Molecular formula: C22H28N4O2S
Method: DFT, wB97M-V/def2-TZVPD

Each line ends with the Mulliken charge.
Geometry (Å):
C1 2.69824 4.43080 -1.35073  -0.65
O1 1.96845 3.62449 -2.24573  -0.42
C2 0.96213 2.85350 -1.64452  -0.54
C3 1.50219 1.67382 -0.81207  -1.30
N1 0.43173 0.80204 -0.39975  0.31
C4 -0.24938 0.96300 0.75251  0.33
S1 0.10605 2.25639 1.74261  -0.32
N2 -1.22504 0.07985 1.06856  0.45
C5 -1.52533 -1.11320 0.30731  -1.15
C6 -0.66584 -2.31563 0.75336  -1.05
C7 0.79078 -2.00970 0.64419  0.27
C8 1.61204 -1.50179 1.61930  0.48
C9 1.34359 -1.18368 3.04589  -1.57
N3 2.85115 -1.26385 1.08487  0.13
C10 2.85240 -1.59742 -0.23989  -1.16
C11 3.85012 -1.51509 -1.20258  -1.00
C12 3.54190 -1.91689 -2.48029  -0.72
C13 2.26304 -2.40177 -2.81460  0.46
O2 2.11962 -2.76160 -4.12755  -0.48
C14 0.88627 -3.28582 -4.54529  -0.79
C15 1.26589 -2.48328 -1.86240  0.55
C16 1.56225 -2.07735 -0.55698  0.65
C17 -2.00076 0.23695 2.28630  -1.51
C18 -3.40195 0.68066 1.97146  0.46
C19 -3.63596 1.92107 1.38515  -0.36
C20 -4.93512 2.28810 1.08343  -0.50
C21 -5.95621 1.39425 1.37464  -0.28
N4 -5.74743 0.21403 1.93050  -0.65
C22 -4.50461 -0.12845 2.21983  -0.25
H1 2.02833 5.01234 -0.70754  0.30
H2 3.36845 3.83836 -0.71921  0.25
H3 3.29132 5.10692 -1.96386  0.25
H4 0.35990 2.46484 -2.47097  0.31
H5 0.32541 3.47804 -1.00112  0.36
H6 2.21359 1.09965 -1.40954  0.41
H7 2.00191 2.05679 0.08240  0.55
H8 0.30033 -0.03199 -0.94766  0.06
H9 -2.58389 -1.34213 0.46136  0.54
H10 -1.38787 -0.92832 -0.76113  0.55
H11 -0.91699 -2.56880 1.78463  0.42
H12 -0.91919 -3.17083 0.12436  0.43
H13 0.48462 -1.73936 3.41114  0.29
H14 1.13837 -0.11828 3.16458  0.22
H15 2.20719 -1.43140 3.66111  0.53
H16 3.62929 -0.88052 1.59362  0.22
H17 4.83493 -1.14660 -0.95865  0.44
H18 4.27665 -1.87372 -3.26771  0.45
H19 0.62941 -4.19931 -3.99790  0.31
H20 1.00724 -3.52249 -5.60121  0.24
H21 0.07672 -2.55596 -4.43160  0.31
H22 0.28050 -2.85458 -2.09804  0.45
H23 -2.01565 -0.71214 2.82936  0.41
H24 -1.50214 0.99286 2.90040  0.70
H25 -2.80712 2.58297 1.18051  0.47
H26 -5.15228 3.24472 0.63410  0.39
H27 -6.98912 1.63010 1.15484  0.36
H28 -4.38652 -1.10238 2.68080  0.38

The LUMO energy is 0.584 eV. The frontier orbital gap is 8.58 eV. The HOMO energy is -8.0 eV. The SMILES is COCCNC(=S)N(CCc1c(C)[nH]c2ccc(OC)cc12)Cc1cccnc1. The charge is 0. As for the multiplicity: 1.

=====

4.
Molecular formula: C2H3ClN4
Method: DFT, wB97M-V/def2-TZVPD

Each line ends with the Mulliken charge.
Geometry (Å):
Cl1 -2.64259 0.03802 -0.74406  -0.18
C1 -1.45969 0.13291 0.58998  -0.35
C2 -0.05409 0.10148 0.09819  0.54
N1 0.65408 1.20891 -0.22335  -0.22
N2 1.81484 0.79170 -0.62769  -0.41
N3 1.76952 -0.52594 -0.54812  0.36
N4 0.62185 -1.01436 -0.11137  -0.54
H1 -1.64332 -0.70822 1.25264  0.28
H2 -1.60804 1.06495 1.11988  0.28
H3 2.54742 -1.08944 -0.80610  0.24

The LUMO energy is 0.982 eV. The frontier orbital gap is 11.91 eV. The HOMO energy is -10.9 eV. The SMILES is ClCc1nn[nH]n1. The charge is 0. As for the multiplicity: 1.

=====

5.
Molecular formula: C4H6N2O
Method: DFT, wB97M-V/def2-TZVPD

Each line ends with the Mulliken charge.
Geometry (Å):
C1 2.31083 0.00619 -0.15222  -0.74
O1 1.32116 0.64561 -0.90644  -0.29
C2 0.11038 0.34721 -0.65435  0.74
C3 -0.19262 -0.54107 0.48642  -0.43
N1 -1.58075 -0.20776 0.66677  -0.11
C4 -1.92603 0.70412 -0.27632  -0.18
N2 -0.97101 1.06262 -1.09161  -0.59
H1 3.27230 0.37970 -0.49310  0.21
H2 2.21593 -1.08139 -0.21028  0.20
H3 0.58900 -0.20725 1.24241  0.34
H4 -0.01930 -1.61706 0.35416  0.28
H5 -2.20023 -0.60445 1.35252  0.18
H6 -2.92965 1.11352 -0.31795  0.40

The LUMO energy (spin up / spin down) is 0.459 / 0.443 eV. The frontier orbital gap (spin up / spin down) is 7.26 / 7.18 eV. The HOMO energy (spin up / spin down) is -6.8 / -6.7 eV. The charge is 0. As for the multiplicity: 1.

=====

6.
Molecular formula: C11H15N
Method: DFT, wB97M-V/def2-TZVPD

Each line ends with the Mulliken charge.
Geometry (Å):
C1 -0.81774 -2.87820 1.71027  -1.31
C2 0.03675 -1.94219 0.90826  0.58
C3 0.70816 -2.22191 -0.24406  -0.77
N1 1.37616 -1.10690 -0.69368  0.09
C4 1.14831 -0.06807 0.18226  -0.56
C5 1.61855 1.23948 0.14615  -0.74
C6 1.21780 2.08418 1.16559  -0.53
C7 0.38032 1.62131 2.19038  -0.59
C8 -0.07842 0.32318 2.22184  -0.52
C9 0.30804 -0.55800 1.20039  1.21
H1 -0.75518 -2.62340 2.77009  0.34
H2 -0.47495 -3.90429 1.59262  0.38
H3 -1.86720 -2.82667 1.41980  0.26
H4 0.72940 -3.16471 -0.76501  0.41
H5 1.94951 -1.05900 -1.51524  0.18
H6 2.25246 1.59709 -0.65550  0.42
H7 1.58146 3.10426 1.18281  0.38
H8 0.07713 2.29839 2.97912  0.38
H9 -0.73078 -0.02090 3.01307  0.36
C10 -1.40912 0.57313 -2.25858  -0.55
C11 -0.77077 1.95386 -2.44465  -0.84
H10 -2.49422 0.63411 -2.36475  0.35
H11 -1.03434 -0.12868 -3.00757  0.22
H12 -1.16966 0.16852 -1.27599  0.04
H13 0.31214 1.87151 -2.50433  0.21
H14 -0.97882 2.59719 -1.59545  0.24
H15 -1.11498 2.43671 -3.35782  0.35

The LUMO energy is 0.921 eV. The frontier orbital gap is 8.74 eV. The HOMO energy is -7.8 eV. The SMILES is Cc1c[nH]c2ccccc12.CC. The charge is 0. As for the multiplicity: 1.

=====

Summary of ΔE to the lowest compared entry with this formula, charge and spin in kcal per mole
68.7, 0.0, 38.4, 0.0, 92.8, 0.0
(order as listed above)
Summary of strongest force on any atom in eV/Å
1.24, 0.73, 1.02, 0.82, 0.44, 0.43
(order as listed above)